DFT (the ωB97M-V functional and the def2-TZVPD basis) results for a single C6H12O molecule.

LUMO level, eV: 1.07
Orbital gap, eV: 10.0
Structure (SMILES): COCC1(C)CC1
Charge: 0

```
19
C6H12O, DFT the ωB97M-V functional and the def2-TZVPD basis
C 2.5208 -0.3858 -0.5155
O 1.4549 0.4474 -0.1973
C 0.6331 0.1205 0.9150
C -0.7732 0.1467 0.3508
C -1.6734 1.3403 0.7302
C -0.6605 -0.3188 -1.1545
C -1.4578 -1.0767 -0.1689
H 2.3793 -1.4282 -0.1815
H 3.4258 0.0239 -0.0626
H 2.6380 -0.3975 -1.6090
H 0.9281 -0.8505 1.3460
H 0.7917 0.8931 1.6812
H -1.1701 2.0613 1.3899
H -2.6033 1.0555 1.2500
H -1.9684 1.8902 -0.1671
H 0.1954 -0.8571 -1.5883
H -1.0639 0.3910 -1.8607
H -1.0666 -2.0481 0.1184
H -2.5297 -1.0075 -0.2761
```


DFT (the ωB97M-V functional and the def2-TZVPD basis) results for a single C6H12O molecule.

LUMO level, eV: 1.01
Orbital gap, eV: 10.6
Structure (SMILES): CCC1(CO)CC1
Charge: 0

```
19
C6H12O, DFT the ωB97M-V functional and the def2-TZVPD basis
C 1.1051 1.2940 0.9851
C 0.0296 1.2153 -0.1431
C -0.3948 -0.2414 -0.2662
C 0.7840 -1.1623 -0.6433
O 1.9784 -0.5026 -1.0222
C -1.7539 -0.7456 -0.6830
C -1.3886 -0.6975 0.7710
H 1.9179 0.5738 0.8503
H 0.6168 1.0394 1.9311
H 1.5605 2.2856 1.0596
H -0.8137 1.8543 0.1473
H 0.3729 1.6126 -1.1150
H 0.5226 -1.7890 -1.4991
H 1.0381 -1.8282 0.1885
H 1.8083 0.4441 -1.0364
H -1.7539 -1.7369 -1.1365
H -2.5366 -0.0951 -1.0615
H -1.2349 -1.6189 1.3259
H -1.8577 0.0985 1.3474
```


DFT (the ωB97M-V functional and the def2-TZVPD basis) results for a molecular structure, C6H12O at a distorted geometry.

LUMO level, eV: 0.90
Orbital gap, eV: 10.4
Charge: 0

```
19
C6H12O, DFT the ωB97M-V functional and the def2-TZVPD basis
C -0.8045 -2.6277 0.1684
C -1.0667 -1.2269 0.7146
C 0.0825 -0.3149 0.3364
C -0.0779 1.1495 0.2365
C 0.8905 1.4935 -0.8584
O 1.0837 2.8623 -0.3222
C 0.6386 2.3208 0.9438
H -0.7017 -2.5940 -0.9240
H 0.1290 -3.0391 0.5744
H -1.6198 -3.3102 0.4213
H -1.2363 -1.2814 1.8032
H -1.9909 -0.8236 0.2786
H 0.2233 -0.4481 -1.0665
H 1.0352 -0.5797 0.8307
H -1.1055 1.4400 -0.0316
H 0.4333 0.6115 -1.8039
H 1.8773 1.0198 -0.7792
H 1.4789 1.9824 1.5733
H -0.0050 3.0159 1.4919
```


DFT (the ωB97M-V functional and the def2-TZVPD basis) results for 2 unconnected molecules or ions with the total composition C6H12O.

LUMO level, eV: 1.00
Orbital gap, eV: 10.0
Structure (SMILES): CC(C)=CCC=O.[H][H]
Charge: 0

```
19
C6H12O, DFT the ωB97M-V functional and the def2-TZVPD basis
C 1.7637 1.2602 -0.4298
C 0.7354 0.1618 -0.4538
C 1.1849 -1.1987 0.0313
C -0.5041 0.4080 -0.8849
C -1.6618 -0.5578 -0.8038
C -2.3172 -0.2033 0.5114
O -2.2003 -0.8531 1.5242
H 1.3018 2.2421 -0.5742
H 2.2882 1.2640 0.5334
H 2.5268 1.1140 -1.2025
H 2.0506 -1.1116 0.6984
H 1.4910 -1.8314 -0.8134
H 0.3918 -1.7210 0.5787
H -0.7541 1.4146 -1.2177
H -2.3630 -0.4134 -1.6341
H -1.3517 -1.6050 -0.7854
H -2.8535 0.7733 0.5127
H 0.4339 0.6016 2.0666
H -0.1625 0.2556 2.3429
```